An isolated molecule of C4H6O2, computed with the ωB97M-V functional and the def2-TZVPD basis.

Computed properties:
- calculated total energy (a.u.) = -306.37340
- energy above the lowest of the compared OMol25 structures with the same formula, charge and spin (eV) = 3.6162
- maximum force (eV/Å) = 0.5
- HOMO energy (eV) = -9.11
- frontier orbital gap (eV) = 9.457

```
! wB97M-V def2-TZVPD RIJCOSX def2/J DEFGRID3
* xyz 0 1
C 1.24776 0.64617 -0.51435
C -0.19936 -0.96034 1.77705
O -0.91391 -0.02927 1.20355
C -1.18351 -0.25736 -0.19235
C 0.01877 -0.00229 -1.09776
O -0.07591 -0.32377 -2.26020
H 1.78771 -0.09008 0.09342
H 1.88642 0.98499 -1.33168
H 0.98720 1.48101 0.14417
H -0.10301 -0.56708 2.81842
H -1.98411 0.43580 -0.46672
H -1.52203 -1.28531 -0.33418
*
```


A cluster of 2 separate species, C5H2F3N in total at a distorted geometry, computed with the ωB97M-V functional and the def2-TZVPD basis.

Computed properties:
- calculated total energy (a.u.) = -545.91895
- energy above the lowest of the compared OMol25 structures with the same formula, charge and spin (eV) = 0.0000
- maximum force (eV/Å) = 4.7
- HOMO energy (eV) = -9.66
- frontier orbital gap (eV) = 9.908

```
! wB97M-V def2-TZVPD RIJCOSX def2/J DEFGRID3
* xyz 0 1
C 1.50718 -0.54346 -0.09176
C 1.52762 0.49393 -0.95825
F 0.84663 1.54420 -0.83292
F 2.22165 0.57930 -2.08727
H 0.70060 -0.48871 0.58603
H 2.17516 -1.28349 -0.27181
N -1.33235 -1.92162 -0.82036
C -1.49834 -1.09996 -0.03435
C -1.68662 -0.04756 0.82018
C -2.07940 0.91256 1.45618
F -2.38212 1.85482 2.23434
*
```


A structure of composition C26H24AsBr2CrNO2S4 at a distorted geometry, computed with the ωB97M-V functional and the def2-TZVPD basis.

Computed properties:
- calculated total energy (a.u.) = -11231.45699
- ⟨S²⟩ = 6.0136
- energy above the lowest of the compared OMol25 structures with the same formula, charge and spin (eV) = 0.2495
- maximum force (eV/Å) = 2.3
- HOMO energy (alpha / beta) (eV) = -7.20 / -7.39
- frontier orbital gap (alpha / beta) (eV) = 7.335 / 7.458

```
! wB97M-V def2-TZVPD RIJCOSX def2/J DEFGRID3
* xyz 0 5
Cr 1.05681 0.68694 -0.11629
C -1.02130 3.63507 -0.47489
C 0.40417 3.99875 -0.34388
C 0.83105 5.32376 -0.51058
C 2.16190 5.62129 -0.48372
C 3.11585 4.62261 -0.24607
C 4.50743 4.78961 -0.08526
Br 5.29434 6.46229 -0.25648
C 5.34166 3.71424 0.09169
C 4.81549 2.43287 0.15284
Br 5.97587 0.99586 0.24052
C 3.46576 2.20177 0.13894
O 2.92052 1.04360 0.32669
C 2.57979 3.32293 -0.11869
N 1.25787 3.01357 -0.16324
H -1.62951 4.47271 -0.78152
H -1.43902 3.20406 0.48809
H -1.09983 2.84416 -1.21012
H 0.07450 6.10443 -0.59299
H 2.47749 6.65379 -0.54603
H 6.39734 3.85603 0.24573
O -0.94841 0.63996 -0.10531
C -1.93581 -0.32910 -0.02825
C -2.00409 -1.10050 -1.36851
C -2.88962 -2.08830 -1.72611
C -2.69400 -2.49815 -3.11929
C -1.71980 -1.75988 -3.73634
S -1.00173 -0.62775 -2.64575
C -1.71932 -1.26792 1.17645
C -1.30294 -0.82377 2.40637
C -1.49603 -1.77537 3.43208
C -1.98208 -2.92869 3.01721
S -2.33508 -2.88137 1.32932
C -3.26364 0.29696 0.25205
C -4.35290 -0.22281 0.93317
C -5.49162 0.66968 0.85237
C -5.16974 1.84677 0.23726
S -3.58447 1.84306 -0.36431
H -3.65397 -2.51514 -1.06140
H -3.29256 -3.21484 -3.64893
H -1.43195 -1.68191 -4.75259
H -0.88864 0.17315 2.55413
H -1.19410 -1.58094 4.44219
H -2.21761 -3.77901 3.60472
H -4.36540 -1.15305 1.46172
H -6.44401 0.46088 1.28953
H -5.92193 2.58756 0.07523
C 3.62587 -4.34387 -0.23964
As 1.88132 -3.42272 -0.10197
C 1.17064 -3.75715 1.67621
C 0.66258 -4.25095 -1.37945
S 2.35808 -1.41579 -0.64408
H 3.48363 -5.40355 -0.05283
H 4.22439 -3.97030 0.61447
H 4.12676 -4.19234 -1.15946
H 0.88394 -4.77794 1.73925
H 0.26769 -3.11768 1.69920
H 1.90239 -3.53669 2.44578
H 0.52740 -5.31337 -1.22718
H 1.02799 -4.03917 -2.36446
H -0.32945 -3.74832 -1.26757
*
```


A cluster of 2 separate species, C20H12BClF2NO11P2 in total at a distorted geometry, computed with the ωB97M-V functional and the def2-TZVPD basis.

Computed properties:
- calculated total energy (a.u.) = -3018.77027
- energy above the lowest of the compared OMol25 structures with the same formula, charge and spin (eV) = 24.0838
- maximum force (eV/Å) = 8.7
- HOMO energy (eV) = -6.98
- frontier orbital gap (eV) = 6.083

```
! wB97M-V def2-TZVPD RIJCOSX def2/J DEFGRID3
* xyz -1 1
O 1.71581 0.81867 2.08720
C 1.64317 1.38542 0.87518
C 3.01099 2.04330 0.18774
Cl 4.66859 1.26511 0.47266
C 2.86139 3.28376 -0.66619
P 4.29968 4.22609 -1.49581
P 5.70785 2.89920 -2.51249
O 5.18507 1.42672 -2.75119
O 6.29799 3.52313 -4.04679
O 7.13206 2.80836 -1.46367
C 1.29049 3.83097 -0.83295
O 1.13701 5.15588 -0.88841
C 0.02636 2.73566 -0.86634
C -1.32486 3.00384 -1.74929
C -1.80532 4.53198 -2.23574
C -3.16829 4.58267 -3.12594
N -4.10364 3.50762 -3.56167
C -3.73354 2.11964 -3.16434
C -2.37513 1.85316 -2.30359
C 0.24355 1.52442 0.02103
O -0.76832 0.46645 0.15849
C -0.19169 -0.67657 -0.60814
O 0.40506 -0.38355 -1.79493
C -0.17187 -2.23813 -0.11107
C 0.10091 -3.37473 -1.30756
C 0.19593 -4.98635 -0.94874
C -0.00243 -5.48214 0.61757
C -0.31419 -4.33907 1.76872
C -0.40363 -2.71294 1.47197
H 3.72343 5.05929 -2.55813
H 6.71300 2.73014 -4.54068
H 7.13062 1.86884 -1.07412
H -1.20510 5.51159 -1.98197
H -3.46830 5.68145 -3.49169
H -4.42400 1.19702 -3.47241
H -2.12424 0.71681 -2.05560
H 0.23393 -3.06066 -2.45127
H 0.40665 -5.72817 -1.85680
H 0.06646 -6.63875 0.89638
H -0.46280 -4.72379 2.86543
H -0.63266 -1.89634 2.30719
B -4.19176 -2.68051 5.43249
O -2.81308 -2.93807 5.00284
C -2.71249 -4.25232 4.76195
O -1.69067 -4.80284 4.38492
C -3.97539 -4.89112 5.01415
O -4.21731 -6.08077 4.88963
O -4.87254 -3.97972 5.41416
F -4.84054 -1.76216 4.50960
F -4.20224 -2.12850 6.77825
*
```


A cluster of 2 separate species, CH3ClS2 in total at a distorted geometry, computed with the ωB97M-V functional and the def2-TZVPD basis.

Computed properties:
- calculated total energy (a.u.) = -1296.31119
- energy above the lowest of the compared OMol25 structures with the same formula, charge and spin (eV) = 4.2932
- maximum force (eV/Å) = 1.5
- HOMO energy (alpha / beta) (eV) = -7.91 / -9.53
- frontier orbital gap (alpha / beta) (eV) = 7.488 / 9.024

```
! wB97M-V def2-TZVPD RIJCOSX def2/J DEFGRID3
* xyz 0 1
C 0.74109 0.04816 -0.25858
S -0.51288 -0.59583 -1.30184
S 1.09567 1.75906 -0.40920
Cl 2.17434 -0.91762 -0.07925
H 0.10339 -0.18883 1.81175
H -0.25025 -1.88293 -1.06550
H -0.11102 2.11087 -0.86346
*
```


A cluster of 3 separate species, C19H33F3O12S in total, computed with the ωB97M-V functional and the def2-TZVPD basis.

Computed properties:
- calculated total energy (a.u.) = -2344.29078
- energy above the lowest of the compared OMol25 structures with the same formula, charge and spin (eV) = 0.0000
- maximum force (eV/Å) = 0.4
- HOMO energy (eV) = -9.28
- frontier orbital gap (eV) = 7.889

```
! wB97M-V def2-TZVPD RIJCOSX def2/J DEFGRID3
* xyz 0 1
O -5.16709 -6.52102 4.43264
C -4.07776 -6.05752 4.44517
O -3.01102 -6.68747 5.04506
C -1.86173 -5.93093 4.86896
O -0.83098 -6.23522 5.36163
C -2.24188 -4.73080 4.04940
C -1.32765 -3.62485 3.62323
S 0.08155 -4.09239 2.61053
O 0.72436 -5.26405 3.11419
O -0.37270 -3.99954 1.25072
C -3.56241 -4.77384 3.84570
C -4.40229 -3.78669 3.08942
O -5.74418 -3.86158 3.55480
C -6.70225 -3.34335 2.76496
F -6.23522 -2.36700 1.96983
F -7.65971 -2.84506 3.51974
F -7.23557 -4.26662 1.97146
H -1.86858 -2.94232 2.96297
H -0.96772 -3.05738 4.49059
H 0.88947 -3.03230 2.85532
H -4.34402 -4.01071 2.01628
H -4.02889 -2.77045 3.25700
C 2.68459 -4.08672 -0.43655
O 3.03692 -2.86279 -1.04140
C 4.42716 -2.73313 -1.26474
C 4.70779 -1.75538 -2.38206
O 4.45557 -2.26942 -3.67769
C 3.10639 -2.31534 -4.10982
C 2.56007 -0.98180 -4.56385
O 2.25200 -0.15629 -3.45549
C 2.28325 1.21706 -3.75972
H 3.09572 -4.16244 0.57868
H 1.59886 -4.12636 -0.38270
H 3.04533 -4.93890 -1.02308
H 4.86624 -3.70602 -1.51796
H 4.91671 -2.36494 -0.35119
H 5.77971 -1.54513 -2.36634
H 4.17143 -0.81891 -2.21064
H 2.45614 -2.75367 -3.34940
H 3.11408 -2.97543 -4.97998
H 1.64951 -1.15995 -5.15306
H 3.29722 -0.49212 -5.21210
H 3.25877 1.51469 -4.16260
H 2.10717 1.75628 -2.83070
H 1.50369 1.49170 -4.48080
C 2.39524 5.16558 -2.52371
O 1.07725 5.20830 -2.02990
C 0.73119 4.06572 -1.26870
C -0.35969 4.38433 -0.27322
O 0.08607 5.11249 0.85746
C 0.27312 6.50874 0.69665
C -1.00758 7.30928 0.73796
O -1.72472 7.18501 -0.47547
C -3.10597 7.41456 -0.32573
H 2.53210 4.35136 -3.24577
H 2.58575 6.11264 -3.02484
H 3.12082 5.03929 -1.71186
H 1.60871 3.68489 -0.73102
H 0.36801 3.27617 -1.94159
H -0.71749 3.43248 0.12647
H -1.19473 4.88354 -0.77000
H 0.83496 6.73468 -0.21245
H 0.87256 6.81261 1.55770
H -0.75285 8.36478 0.90948
H -1.62006 6.96432 1.58026
H -3.54306 6.73829 0.41800
H -3.57288 7.22890 -1.29103
H -3.31484 8.44810 -0.02516
*
```


A structure of composition BH24NiO10 at a distorted geometry, computed with the ωB97M-V functional and the def2-TZVPD basis.

Computed properties:
- calculated total energy (a.u.) = -2299.37684
- ⟨S²⟩ = 2.0277
- energy above the lowest of the compared OMol25 structures with the same formula, charge and spin (eV) = 7.7120
- maximum force (eV/Å) = 6.2
- HOMO energy (alpha / beta) (eV) = -13.30 / -13.30
- frontier orbital gap (alpha / beta) (eV) = 7.197 / 4.307

```
! wB97M-V def2-TZVPD RIJCOSX def2/J DEFGRID3
* xyz 1 3
Ni -7.07072 -25.44297 -9.22035
B -5.82696 -23.94101 -6.71080
H -6.79219 -23.77597 -7.16392
H -5.93927 -23.76481 -5.65223
H -5.53055 -24.95986 -6.90650
H -5.13390 -23.24120 -7.15149
O -4.44593 -26.41046 -10.43183
H -3.79384 -26.89637 -9.92695
H -4.08418 -26.37219 -11.31721
O -8.49960 -24.01999 -2.86124
H -7.99771 -24.17189 -3.66204
H -8.08393 -24.58195 -2.20728
O -2.68509 -19.97634 -7.58942
H -2.77158 -19.64347 -8.48271
H -3.55555 -20.31012 -7.37237
O -6.78247 -23.00102 -11.24075
H -5.90952 -22.86648 -11.60963
H -7.26515 -22.20706 -11.47070
O -10.04223 -24.56317 -8.56240
H -10.43033 -23.76570 -8.92247
H -10.70872 -24.90702 -7.96760
O -6.93451 -20.21322 -5.36519
H -6.71718 -21.14028 -5.46298
H -7.59096 -20.19277 -4.66885
O -7.24875 -28.21011 -7.45206
H -7.60428 -28.35619 -6.57543
H -6.91320 -29.06543 -7.72052
O -1.61973 -28.59961 -6.53808
H -2.07448 -27.84369 -6.16658
H -0.70769 -28.31858 -6.61184
O -1.77371 -24.10276 -7.49835
H -1.39676 -23.54607 -6.81701
H -2.70270 -23.87237 -7.50978
O -3.37818 -25.63587 -3.62954
H -3.92325 -24.88778 -3.87345
H -2.70947 -25.26747 -3.05219
*
```